Molecular formula: C28H29ClFeN8O2S3
Method: DFT, ωB97M-V with the def2-TZVPD basis set

XYZ file:
```
72
Properties=species:S:1:pos:R:3:forces:R:3:mulliken_charge:R:1
Fe 0.078 0.211 0.029 0.2 0.6 1.1 0.4554
C -4.278 0.666 1.745 0.0 0.0 0.0 -1.7081
C -2.850 0.809 1.320 0.0 0.1 0.2 0.3895
N -2.391 0.800 0.137 -0.2 -0.2 -0.2 0.3957
N -3.190 0.672 -0.949 0.0 0.2 0.0 -0.5412
C -2.650 1.017 -2.142 0.1 0.0 0.0 0.3097
N -3.471 0.906 -3.201 0.0 0.1 0.0 -0.3296
S -1.063 1.529 -2.273 -0.2 -0.2 0.0 -0.3695
C -1.800 1.103 2.337 -0.1 0.1 -0.1 0.8867
C -2.053 1.044 3.694 0.0 0.1 0.1 -0.5863
C -1.062 1.455 4.578 0.0 0.0 0.0 -0.6342
C 0.132 1.923 4.069 0.0 0.1 0.0 -0.6477
C 0.317 1.905 2.694 0.0 0.2 -0.1 -0.3339
N -0.612 1.488 1.840 -0.2 -0.5 0.0 -0.0226
H -4.940 0.375 0.935 0.0 0.0 0.0 0.3841
H -4.361 -0.095 2.521 0.0 0.0 0.0 0.3444
H -4.635 1.610 2.162 0.0 0.0 0.0 0.3724
H -4.159 0.399 -0.867 0.0 0.0 0.0 0.2549
H -4.471 0.841 -3.093 0.0 0.0 0.0 0.1979
H -3.125 1.247 -4.081 0.0 0.0 0.0 0.2422
H -3.001 0.685 4.068 0.0 0.0 0.0 0.3624
H -1.234 1.421 5.645 0.0 0.0 0.0 0.4610
H 0.918 2.287 4.716 0.0 0.0 0.0 0.4476
H 1.255 2.222 2.259 0.0 0.0 0.0 0.5315
O 1.002 -2.360 4.759 0.0 0.0 -0.1 -0.7085
C 2.079 -1.590 4.534 0.0 0.1 0.0 0.6258
C 3.061 -1.564 5.525 0.0 0.0 0.0 -0.7694
C 4.190 -0.789 5.373 0.0 0.1 0.0 -0.3318
C 4.371 -0.010 4.229 0.0 0.0 0.0 -1.1631
C 3.404 -0.031 3.247 0.0 0.0 0.0 -0.4527
C 2.251 -0.816 3.371 0.1 -0.1 -0.1 0.7456
C 1.269 -0.806 2.269 0.2 0.0 0.2 0.5463
O 1.489 -0.055 1.255 0.5 0.2 -0.1 -0.4975
N 0.198 -1.541 2.365 -0.2 -0.1 0.1 -0.7625
N -0.601 -1.411 1.232 -0.3 0.2 -0.5 0.5172
C -1.647 -2.155 1.311 0.1 -0.1 -0.1 -0.1576
S -2.879 -2.254 0.069 0.0 0.1 0.1 0.1623
C -3.523 -3.842 0.645 0.1 -0.1 0.0 -0.8008
C -3.529 -3.794 2.158 0.0 0.0 0.0 -0.5391
S -1.911 -3.186 2.704 0.0 0.0 0.0 -0.0486
H 0.428 -2.303 3.965 0.0 0.0 0.0 0.6808
H 2.908 -2.173 6.406 0.0 0.0 0.0 0.4473
H 4.941 -0.783 6.153 0.0 0.0 0.0 0.3997
H 5.258 0.597 4.112 0.0 0.0 0.0 0.4424
H 3.520 0.564 2.351 0.0 0.0 0.0 0.3014
H -2.877 -4.635 0.270 0.0 0.0 0.0 0.2892
H -4.523 -3.968 0.232 0.0 0.0 0.0 0.4844
H -3.673 -4.782 2.593 0.0 0.0 0.0 0.4482
H -4.303 -3.121 2.527 -0.1 0.0 0.0 0.2595
Cl -3.180 -5.816 -5.933 0.0 0.0 0.0 -0.2035
C -2.327 -4.812 -4.812 0.0 0.0 0.0 0.3817
C -1.017 -5.124 -4.463 0.1 0.0 0.0 -0.6834
C -0.339 -4.320 -3.574 0.0 -0.1 0.0 -0.5836
C -0.951 -3.184 -2.990 0.1 0.1 0.0 0.9365
C -0.267 -2.379 -2.068 -0.1 0.0 -0.1 -0.5906
C -2.284 -2.898 -3.376 0.0 0.0 0.0 0.1210
C -2.960 -3.695 -4.273 0.0 0.0 0.0 -0.9391
H -0.543 -5.997 -4.892 0.0 0.0 0.0 0.4219
H 0.683 -4.559 -3.304 0.0 0.0 0.0 0.4170
H -0.767 -1.541 -1.591 0.1 -0.1 -0.2 -0.1625
H 0.758 -2.581 -1.788 0.0 0.0 0.0 0.2334
H -2.773 -2.028 -2.953 0.0 0.0 0.0 0.2679
H -3.976 -3.466 -4.566 0.0 0.0 0.0 0.4114
N 2.969 0.036 -3.134 0.0 0.0 0.0 -0.0365
C 3.795 -0.148 -2.049 0.0 0.0 0.0 -0.6409
C 2.997 -0.045 -0.960 -0.1 0.1 -0.2 -0.3594
N 1.692 0.208 -1.364 0.0 -0.5 -0.1 0.0695
C 1.724 0.241 -2.686 0.0 0.0 0.0 -0.5076
H 3.246 0.026 -4.101 0.0 0.0 0.0 0.2101
H 4.850 -0.334 -2.150 0.0 0.0 0.0 0.4283
H 3.246 -0.132 0.079 0.0 0.0 0.0 0.3821
H 0.882 0.411 -3.334 0.0 -0.1 0.0 0.4455
```
Forces are in eV/Å.

Calculated values
- spin multiplicity = 2
- ΔE to the lowest compared entry with this formula, charge and spin (eV) = 2.787
- highest occupied orbital energy (spin up / spin down) (eV) = -9.4 / -10.3
- E_LUMO (spin up / spin down) (eV) = -2.91 / -2.92
- net charge = +1
- frontier orbital gap (spin up / spin down) (eV) = 6.50 / 7.37